{
  "formula": "C12H13BrCoO",
  "method": "wB97M-V/def2-TZVPD",
  "symbols": ["C", "C", "C", "H", "C", "C", "H", "H", "H", "H", "Co", "Br", "C", "C", "C", "H", "C", "C", "H", "H", "H", "H", "C", "C", "O", "H", "H", "H"],
  "coordinates": [[-1.290, -0.793, -2.001], [-1.690, 0.539, -1.834], [-0.539, 1.353, -1.970], [-2.679, 0.885, -1.595], [0.559, 0.518, -2.242], [0.112, -0.811, -2.227], [0.725, -1.682, -2.373], [-1.931, -1.655, -1.952], [-0.501, 2.418, -1.838], [1.575, 0.838, -2.369], [-0.278, 0.024, -0.110], [-1.441, 2.060, 0.914], [0.178, -0.762, 2.007], [0.738, -1.656, 1.062], [-0.319, -2.225, 0.338], [1.786, -1.825, 0.903], [-1.536, -1.673, 0.821], [-1.221, -0.800, 1.873], [-1.921, -0.210, 2.431], [0.727, -0.124, 2.674], [-0.225, -2.946, -0.454], [-2.525, -1.888, 0.458], [2.042, 1.622, 1.659], [1.289, 1.473, 0.365], [1.618, 2.282, -0.490], [1.350, 1.902, 2.479], [2.789, 2.443, 1.588], [2.607, 0.694, 1.884]],
  "mulliken_spin": [0.03, 0.06, 0.06, 0.00, 0.07, 0.01, 0.00, 0.01, -0.03, -0.02, 2.43, 0.07, 0.01, 0.06, 0.04, -0.02, 0.07, 0.03, -0.01, -0.03, 0.01, 0.00, 0.15, 0.08, -0.05, 0.00, -0.03, 0.01],
  "gap_ev": [4.81, 5.09],
  "molar_mass_g_mol": 312.07,
  "multiplicity": 4,
  "total_charge": -2,
  "s2": 3.77,
  "relative_energy_kj_mol": 0.00
}